Model 1:
Here is C4H6N2O2 as an isolated structure from the Open Molecules 2025 dataset. Energies are from the ωB97M-V functional and the def2-TZVPD basis.

The geometry in ORCA input format:
```
! wB97M-V def2-TZVPD RIJCOSX def2/J DEFGRID3
* xyz 0 1
C 0.8810 -0.0977 -0.1079
C 0.4562 -1.3748 -0.0645
C -1.3741 -0.1371 -0.2117
C -0.3306 0.6097 -0.5057
H 2.3821 1.1876 0.2629
H 3.0378 -0.4231 0.1927
H 1.1747 -2.2733 0.1514
H -1.6892 -2.1823 -0.5043
H -2.6590 1.0047 0.8375
H -0.0135 2.7943 -0.3355
N 2.3345 0.2514 -0.1633
N -0.9313 -1.4992 0.3849
O -2.8037 0.1119 -0.2202
O -0.4648 2.0280 0.2837
*
```

Summary:
HOMO-LUMO gap	8.00	eV
lowest unoccupied orbital energy	-0.095	eV

The Mulliken scheme yields these atomic charges, measured in e: C 0.217; C -0.387; C -0.042; C 0.486; H 0.236; H 0.261; H 0.250; H 0.357; H 0.398; H 0.322; N -0.585; N -0.367; O -0.559; O -0.587

Model 2:
Here is C4H6N2O2 as an isolated structure from the Open Molecules 2025 dataset. Energies are from the ωB97M-V functional and the def2-TZVPD basis.

The geometry in ORCA input format:
```
! wB97M-V def2-TZVPD RIJCOSX def2/J DEFGRID3
* xyz 0 1
C 0.3247 1.2108 -0.4692
C -0.5745 -1.1130 -0.8238
C -1.6019 -0.9701 0.3162
C 1.5786 -0.6405 -0.0037
H -1.7170 1.0160 -0.1053
H 1.6724 1.5931 -0.9215
H -0.9204 -1.2316 -1.8689
H 0.0279 -2.1030 -0.2838
H -2.2175 -2.2625 0.2368
H 1.9778 -1.8836 -0.3982
N -0.8212 1.9090 -0.4193
N 0.5288 -0.2584 -0.6674
O -1.6600 0.1985 1.1456
O 2.2677 0.1008 0.9582
*
```

Summary:
HOMO-LUMO gap	7.81	eV
lowest unoccupied orbital energy	-1.607	eV

The Mulliken scheme yields these atomic charges, measured in e: C 0.150; C -0.621; C 0.200; C -0.012; H 0.396; H 0.231; H 0.243; H 0.328; H 0.284; H 0.244; N -0.649; N 0.201; O -0.465; O -0.530

Stability order, top to bottom: model 1, model 2

Model 1:
Here is C4H6N2O2 in the gas phase from the Open Molecules 2025 dataset. Energies are from the ωB97M-V functional and the def2-TZVPD basis.

The geometry in ORCA input format:
```
! wB97M-V def2-TZVPD RIJCOSX def2/J DEFGRID3
* xyz 0 1
C 0.9627 -1.8257 -0.7670
C 1.0169 -0.4647 -0.7275
C 0.6085 1.7428 1.1884
C -1.4049 -0.0569 -0.2289
H 1.9063 -2.3077 -0.8271
H 0.0564 -2.4477 -0.7071
H 1.9524 0.0588 -0.7677
H 0.8963 2.7843 1.4299
H -1.6498 -1.0173 -0.7609
H -3.0743 0.0996 0.5985
N -0.0649 0.3724 -0.6005
N -2.1838 0.6059 0.4609
O 0.2860 1.6601 -0.1816
O 0.6923 0.7963 1.8907
*
```

Summary:
HOMO-LUMO gap	9.56	eV
lowest unoccupied orbital energy	0.971	eV
SMILES	[H]/N=C/N(C=C)OC=O

The Mulliken scheme yields these atomic charges, measured in e: C -0.964; C 0.270; C 0.132; C -0.005; H 0.255; H 0.176; H 0.395; H 0.366; H 0.270; H 0.275; N 0.076; N -0.534; O -0.319; O -0.393

Model 2:
Here is C4H6N2O2 in the gas phase from the Open Molecules 2025 dataset. Energies are from the ωB97M-V functional and the def2-TZVPD basis.

The geometry in ORCA input format:
```
! wB97M-V def2-TZVPD RIJCOSX def2/J DEFGRID3
* xyz 0 1
C 0.5695 0.5382 -1.4850
C 0.2419 0.2249 0.8722
C 0.1965 1.1201 -0.3058
C -0.2205 -1.4018 -0.4632
N 0.4499 -0.7979 -1.4577
N -0.4946 0.4608 1.9452
O 0.2984 2.4752 0.0396
O -0.0353 -2.7349 -0.3976
H 0.6348 1.1440 -2.3305
H 0.5540 -1.3863 -2.4258
H -1.4214 0.9905 1.9998
H -0.1671 -0.1535 2.6583
H -0.1448 2.5376 0.9802
H -0.4613 -3.0169 0.3701
*
```

Summary:
HOMO-LUMO gap	7.70	eV
lowest unoccupied orbital energy	0.610	eV

The Mulliken scheme yields these atomic charges, measured in e: C -0.468; C -0.183; C 0.383; C -0.335; N 0.021; N -0.395; O -0.549; O -0.408; H 0.405; H 0.308; H 0.223; H 0.285; H 0.332; H 0.381

Model 3:
Here is C4H6N2O2 in the gas phase from the Open Molecules 2025 dataset. Energies are from the ωB97M-V functional and the def2-TZVPD basis.

The geometry in ORCA input format:
```
! wB97M-V def2-TZVPD RIJCOSX def2/J DEFGRID3
* xyz 0 1
C -0.6338 -0.6203 1.6704
N 2.0794 0.8391 -0.3239
C 0.8906 1.1269 0.3739
C -0.4702 -0.2479 -0.8539
C -0.1478 -0.0810 0.3760
N -1.1531 -0.5673 -1.9111
O 1.0325 1.1521 -1.3050
O 0.7055 1.9929 1.2175
H 2.4257 -0.1183 -0.3729
H -0.9094 -1.4169 -2.4081
H -1.5775 0.1447 -2.4951
H -0.9559 0.2223 2.2865
H 0.1852 -1.1186 2.1953
H -1.4711 -1.3076 1.5503
*
```

Summary:
HOMO-LUMO gap	9.11	eV
lowest unoccupied orbital energy	0.273	eV

The Mulliken scheme yields these atomic charges, measured in e: C -1.204; N -0.330; C 0.687; C 0.209; C 0.378; N -0.399; O -0.476; O -0.626; H 0.282; H 0.253; H 0.272; H 0.303; H 0.288; H 0.363

Stability order, top to bottom: model 1, model 2, model 3

Model 1:
Here is C4H6N2O2 as an isolated structure from the Open Molecules 2025 dataset. Energies are from the ωB97M-V functional and the def2-TZVPD basis.

The geometry in ORCA input format:
```
! wB97M-V def2-TZVPD RIJCOSX def2/J DEFGRID3
* xyz 0 1
C 0.2047 -0.2214 -0.9396
C -0.9675 -0.9335 -1.1760
C -1.6287 -0.6817 0.0267
C -0.9575 0.2810 0.8042
H 2.0810 -0.3212 1.1276
H 2.3879 1.3817 0.5797
H 1.1547 -0.4774 -2.3273
H -0.9316 -1.6672 -2.0217
H -2.5536 -1.0342 0.2323
H -0.5372 1.5872 2.2529
N 1.4335 0.6076 0.8926
N 0.1988 0.5327 0.1894
O 1.1784 0.5322 -1.7571
O -1.0629 0.4141 2.1163
*
```

Summary:
HOMO-LUMO gap	7.44	eV
lowest unoccupied orbital energy	0.087	eV

The Mulliken scheme yields these atomic charges, measured in e: C 0.059; C -0.358; C -0.768; C 0.335; H 0.268; H 0.305; H 0.413; H 0.317; H 0.535; H 0.386; N -0.851; N 0.425; O -0.489; O -0.576

Model 2:
Here is C4H6N2O2 as an isolated structure from the Open Molecules 2025 dataset. Energies are from the ωB97M-V functional and the def2-TZVPD basis.

The geometry in ORCA input format:
```
! wB97M-V def2-TZVPD RIJCOSX def2/J DEFGRID3
* xyz 0 1
C -2.1775 0.0910 0.1200
C 0.0499 0.1421 0.1233
C 0.6759 -1.1339 -0.1048
C 1.9864 -0.9162 -0.0165
H -1.8723 -0.9946 -0.3472
H -3.1573 0.4251 -0.5544
H -2.2249 -0.3025 1.3261
H 0.0571 -2.0120 -0.8429
H 2.6434 -1.8921 -0.0377
H 0.0313 2.1938 -0.1295
N -1.0251 0.9282 0.0702
N 1.2227 0.9641 0.5060
O 2.4902 0.3037 0.1952
O 1.3000 2.2035 -0.3079
*
```

Summary:
HOMO-LUMO gap	9.11	eV
lowest unoccupied orbital energy	0.068	eV

The Mulliken scheme yields these atomic charges, measured in e: C -0.616; C 0.352; C -0.281; C -0.091; H 0.129; H 0.284; H 0.256; H 0.193; H 0.303; H 0.558; N -0.421; N 0.062; O -0.223; O -0.505

Stability order, top to bottom: model 1, model 2

Model 1:
Here is C4H6N2O2 in the gas phase from the Open Molecules 2025 dataset. Energies are from the ωB97M-V functional and the def2-TZVPD basis.

The geometry in ORCA input format:
```
! wB97M-V def2-TZVPD RIJCOSX def2/J DEFGRID3
* xyz 0 1
C -0.2084 -1.0063 0.6256
C -0.6842 -0.6024 -0.8049
C 0.9552 1.3950 -0.0268
C 0.5118 0.0291 -0.2017
N 1.7721 0.4144 -0.8356
N 2.9267 -0.1269 -0.0011
O 3.7348 0.6636 0.4413
O 2.9303 -1.3159 0.1284
H -0.5848 -0.6515 1.4647
H 0.2924 -1.9143 0.8545
H -0.6793 -1.4856 -1.5301
H -1.6855 -0.1477 -0.8658
H 0.6193 2.2758 -0.6958
H 1.3088 1.8404 0.9482
*
```

Summary:
HOMO-LUMO gap	11.18	eV
lowest unoccupied orbital energy	0.538	eV
SMILES	O=[N+]([O-])N1CC12CC2

The Mulliken scheme yields these atomic charges, measured in e: C -0.683; C -0.660; C -0.235; C 0.627; N -0.304; N 0.893; O -0.553; O -0.528; H 0.310; H 0.208; H 0.233; H 0.247; H 0.221; H 0.225

Model 2:
Here is a 2-piece molecular cluster, C4H6N2O2 overall from the Open Molecules 2025 dataset. Energies are from the ωB97M-V functional and the def2-TZVPD basis.

The geometry in ORCA input format:
```
! wB97M-V def2-TZVPD RIJCOSX def2/J DEFGRID3
* xyz 0 1
C -1.3317 1.7301 -0.9428
C -0.7320 0.2940 1.1902
C 1.3623 -1.3101 -0.6035
C -1.0230 0.9524 0.2370
N 1.5568 -2.0391 0.5018
O 1.5029 0.3066 -2.2667
O -0.3858 -0.4836 2.2065
N 1.6145 -0.4688 -1.3611
H -0.7732 -0.1395 3.0277
H 1.1608 -1.5961 1.3415
H 1.2705 -3.0158 0.4107
H -2.2319 1.3204 -1.4390
H -1.5079 2.7788 -0.6587
H -0.4824 1.6708 -1.6437
*
```

Summary:
HOMO-LUMO gap	8.61	eV
lowest unoccupied orbital energy	0.230	eV
SMILES	NC#[N+][O-].CC#CO

The Mulliken scheme yields these atomic charges, measured in e: C -1.170; C 0.655; C 0.057; C 0.002; N -0.479; O -0.691; O -0.600; N 0.543; H 0.333; H 0.306; H 0.259; H 0.254; H 0.281; H 0.249

Stability order, top to bottom: model 2, model 1

Model 1:
Here is C5H8O in the gas phase from the Open Molecules 2025 dataset. Energies are from the ωB97M-V functional and the def2-TZVPD basis.

The geometry in ORCA input format:
```
! wB97M-V def2-TZVPD RIJCOSX def2/J DEFGRID3
* xyz 0 1
C -0.6285 -1.7550 0.1114
C -0.5061 -0.3933 -0.5649
C -0.8337 0.7459 0.2619
O 0.8075 1.8652 0.3723
C 0.9999 -0.1398 -0.9508
C 1.5761 0.9238 -0.4374
H -0.0629 -1.7638 1.0501
H -0.1914 -2.5115 -0.5460
H -1.6706 -2.0187 0.3285
H -1.0670 -0.3711 -1.5051
H -1.3570 1.6019 -0.1511
H -0.8758 0.6441 1.3447
H 1.2084 1.9135 1.2595
H 2.6011 1.2589 -0.5732
*
```

Summary:
HOMO-LUMO gap (alpha / beta)	7.52 / 7.51	eV
lowest unoccupied orbital energy (alpha / beta)	0.061 / 0.060	eV

The Mulliken scheme yields these atomic charges, measured in e: C -1.360; C 0.754; C -0.489; O -0.462; C -0.868; C -0.202; H 0.340; H 0.358; H 0.343; H 0.293; H 0.262; H 0.275; H 0.357; H 0.399

Model 2:
Here is C5H8O in the gas phase from the Open Molecules 2025 dataset. Energies are from the ωB97M-V functional and the def2-TZVPD basis.

The geometry in ORCA input format:
```
! wB97M-V def2-TZVPD RIJCOSX def2/J DEFGRID3
* xyz 0 1
C 1.1889 1.1578 -0.6147
C 1.4626 -0.2862 -0.6947
C 0.4219 0.3215 0.3537
C -1.0140 0.0600 0.0786
C -1.7899 -0.7886 0.9792
O -2.0263 0.6098 0.9194
H 0.5780 1.4889 -1.4531
H 1.9644 1.8597 -0.3304
H 2.4118 -0.5928 -0.2398
H 1.0648 -0.9333 -1.4607
H 0.9107 -0.4349 0.9518
H -1.3010 0.0974 -0.9752
H -2.5542 -1.4531 0.5762
H -1.3177 -1.1061 1.9095
*
```

Summary:
HOMO-LUMO gap	10.41	eV
lowest unoccupied orbital energy	1.122	eV
SMILES	C1CC1[C@H]1CO1

The Mulliken scheme yields these atomic charges, measured in e: C -0.528; C -0.622; C -0.131; C 0.167; C -0.446; O -0.446; H 0.208; H 0.246; H 0.261; H 0.258; H 0.200; H 0.333; H 0.244; H 0.256

Model 3:
Here is C5H8O in the gas phase from the Open Molecules 2025 dataset. Energies are from the ωB97M-V functional and the def2-TZVPD basis.

The geometry in ORCA input format:
```
! wB97M-V def2-TZVPD RIJCOSX def2/J DEFGRID3
* xyz 0 1
C -1.3467 0.0258 0.0677
C -0.4484 -1.2764 -0.0650
C 0.9869 -0.8365 0.1485
C 0.9024 0.7278 -0.2420
C -0.4795 1.2430 0.2085
H -0.7193 -1.5322 -1.0324
H -0.9066 -2.0119 0.6693
H 1.3078 -1.0094 1.2629
H 1.7810 -1.2823 -0.5916
H 0.9227 0.9799 -1.3137
H 1.7329 1.3150 0.2225
H -0.6079 2.1323 -0.4603
H -0.5397 1.5968 1.2173
O -2.5855 -0.0720 -0.0917
*
```

Summary:
HOMO-LUMO gap	10.41	eV
lowest unoccupied orbital energy	0.967	eV
SMILES	O=C1CCCC1

The Mulliken scheme yields these atomic charges, measured in e: C 0.389; C -0.534; C -0.445; C -0.675; C -0.460; H 0.271; H 0.323; H 0.248; H 0.272; H 0.313; H 0.334; H 0.293; H 0.268; O -0.599

Stability order, top to bottom: model 3, model 2, model 1

Model 1:
Here is C5H8O in the gas phase from the Open Molecules 2025 dataset. Energies are from the ωB97M-V functional and the def2-TZVPD basis.

The geometry in ORCA input format:
```
! wB97M-V def2-TZVPD RIJCOSX def2/J DEFGRID3
* xyz 0 1
C -0.6048 -1.2042 0.0910
C -0.7924 1.1603 -0.1472
C 0.5673 0.6691 0.3072
C 1.8219 0.0425 -0.0035
C 0.5946 -0.5337 -0.4326
H -0.4288 -1.5900 1.1061
H -0.8386 -2.0202 -0.6774
H -1.0825 2.0989 0.5715
H -0.8050 1.4829 -1.2046
H 0.4436 0.3596 1.3987
H 2.5590 0.3217 -0.6494
H 2.1036 -0.3959 1.0326
H 0.0868 -0.1869 -1.3608
O -1.4448 -0.1094 0.1117
*
```

Summary:
HOMO-LUMO gap	10.48	eV
lowest unoccupied orbital energy	1.035	eV
SMILES	C1OC[C@@H]2C[C@@H]12

The Mulliken scheme yields these atomic charges, measured in e: C -0.363; C -0.417; C -0.242; C -0.386; C -0.059; H 0.231; H 0.274; H 0.238; H 0.297; H 0.114; H 0.357; H 0.155; H 0.179; O -0.379

Model 2:
Here is C5H8O in the gas phase from the Open Molecules 2025 dataset. Energies are from the ωB97M-V functional and the def2-TZVPD basis.

The geometry in ORCA input format:
```
! wB97M-V def2-TZVPD RIJCOSX def2/J DEFGRID3
* xyz 0 1
C 0.2010 0.0374 -2.7693
C 0.2686 0.3056 -1.3319
C 0.3968 0.4843 -0.1450
C 0.6185 0.4832 1.3055
C -0.5376 -0.2107 2.0613
O -1.0422 -1.3322 1.3808
H 0.7075 -0.9068 -2.9954
H -0.8334 -0.0458 -3.1172
H 0.6917 0.8330 -3.3396
H 1.5554 -0.0575 1.4785
H 0.7579 1.5013 1.6885
H -0.1718 -0.5804 3.0238
H -1.3337 0.5202 2.2696
H -1.2786 -1.0319 0.4904
*
```

Summary:
HOMO-LUMO gap	10.50	eV
lowest unoccupied orbital energy	0.919	eV
SMILES	CC#CCCO

The Mulliken scheme yields these atomic charges, measured in e: C -1.275; C 0.943; C -0.471; C -0.474; C -0.510; O -0.489; H 0.285; H 0.309; H 0.287; H 0.227; H 0.311; H 0.288; H 0.263; H 0.304

Model 3:
Here is C5H8O in the gas phase from the Open Molecules 2025 dataset. Energies are from the ωB97M-V functional and the def2-TZVPD basis.

The geometry in ORCA input format:
```
! wB97M-V def2-TZVPD RIJCOSX def2/J DEFGRID3
* xyz 0 1
C 2.7503 -0.0871 -0.1042
C 1.3543 -0.0149 0.1733
C 0.1464 -0.2294 0.2904
C -1.2114 -0.1771 0.3979
C -1.9678 0.9561 -0.1321
H 3.3453 -0.4383 0.6782
H 3.3453 0.8395 -0.4331
H 3.0572 -1.0266 -0.7367
H -1.4048 -0.1850 1.4691
H -3.0316 0.9011 0.0538
H -1.8641 0.9218 -1.1799
H -1.6244 2.0396 0.0327
H -1.0392 -2.1511 -0.3627
O -1.8558 -1.3485 -0.1466
*
```

Summary:
HOMO-LUMO gap	9.90	eV
lowest unoccupied orbital energy	0.616	eV
SMILES	CC#C[C@@H](C)O

The Mulliken scheme yields these atomic charges, measured in e: C -1.293; C 0.518; C -0.407; C 0.766; C -1.331; H 0.370; H 0.273; H 0.264; H 0.078; H 0.338; H 0.356; H 0.317; H 0.357; O -0.607

Stability order, top to bottom: model 2, model 3, model 1